# C30H68BCl2N3O13PS

6 unconnected molecules or ions with the total composition C30H68BCl2N3O13PS in a non-equilibrium geometry (the ωB97M-V functional and the def2-TZVPD basis, the OMol25 dataset).

Values from the calculation:
E_LUMO in eV: 2.1
HOMO level in eV: -4.6
Maximum force in eV Å⁻¹: 6.52
Charge: -1
E in Eh: -4010.857184

Each atom is followed by the atoms it is bonded to, with distances in Å.
Element x y z (Å)
1 C -4.62821 -1.46314 3.19254  C2 1.635, H37 1.143, H38 1.141, H39 1.152
2 C -3.24990 -0.74271 2.68825  C1 1.635, N3 1.487, H40 1.141, H41 1.135
3 N -2.28392 -1.84262 2.42980  C2 1.487, P4 1.786, H42 1.028
4 P -0.68827 -1.30842 1.83214  N3 1.786, Cl5 2.191, C6 1.956, B11 1.972, O15 1.740, O36 1.753
5 Cl -0.29748 -1.01136 3.96730  P4 2.191
6 C -0.26772 -3.21736 1.91090  P4 1.956, C7 1.596, H43 1.141, H44 1.159
7 C -0.26805 -3.92487 0.47984  C6 1.596, O8 1.497, H45 1.155, H46 1.140
8 O 0.15211 -5.34176 0.71620  C7 1.497, C9 1.429
9 C 1.35122 -5.61430 -0.01127  O8 1.429, O10 1.259, H47 1.153
10 O 2.46812 -5.64955 0.56886  C9 1.259
11 B 1.26920 -1.17591 1.63663  P4 1.972, O12 1.465, O13 1.449
12 O 2.03919 -0.69059 2.78477  B11 1.465, H48 0.981
13 O 1.96367 -1.49853 0.40668  B11 1.449, C14 1.468
14 C 3.41127 -1.48364 0.64975  O13 1.468, H49 1.150, H50 1.157, H51 1.140
15 O -0.98865 0.40573 1.85701  P4 1.740, C16 1.465
16 C -1.20327 1.04364 0.55530  O15 1.465, C17 1.627, C18 1.609, C28 1.646
17 C -2.37485 2.17313 0.56915  C16 1.627, H52 1.150, H53 1.154, H54 1.154
18 C 0.13114 1.93182 0.42186  C16 1.609, C19 1.603, H55 1.153, H56 1.152
19 C 0.02576 3.22621 -0.51769  C18 1.603, C20 1.629, H57 1.138, H58 1.156
20 C 1.53301 3.73271 -0.87294  C19 1.629, C21 1.598, H59 1.149, H60 1.151
21 C 2.26742 2.80978 -1.95131  C20 1.598, S22 1.889, H61 1.139, H62 1.154
22 S 4.14016 3.05498 -1.97910  C21 1.889, C23 1.863
23 C 4.72866 1.34755 -2.43636  S22 1.863, N24 1.438, O27 1.410
24 N 6.08102 0.86374 -2.50976  C23 1.438, N25 1.369
25 N 5.98334 -0.45971 -2.84642  N24 1.369, C26 1.425
26 C 4.63727 -0.89523 -3.01631  N25 1.425, O27 1.418, H63 1.137
27 O 3.87582 0.27397 -2.76554  C23 1.410, C26 1.418
28 C -1.42893 -0.18970 -0.51051  C16 1.646, C29 1.618, O33 1.454, O36 1.448
29 C -0.68038 -0.00704 -1.93370  C28 1.618, C30 1.606, H64 1.154, H65 1.156
30 C -1.41512 0.99698 -2.94967  C29 1.606, C31 1.603, H66 1.138, H67 1.159
31 C -2.37019 0.30185 -4.03360  C30 1.603, Cl32 1.864, H68 1.155, H69 1.137
32 Cl -4.15973 0.71688 -3.71962  C31 1.864
33 O -2.82648 -0.01979 -0.87434  C28 1.454, C34 1.446
34 C -3.56495 -1.26260 -0.87728  O33 1.446, C35 1.604, H70 1.140, H71 1.157
35 C -3.16875 -2.30220 -2.03327  C34 1.604, H72 1.138, H73 1.141, H74 1.159
36 O -1.03134 -1.43204 0.11765  P4 1.753, C28 1.448
37 H -5.33861 -0.72698 3.70217  C1 1.143
38 H -4.37049 -2.35899 3.85055  C1 1.141
39 H -5.19105 -1.88546 2.28053  C1 1.152
40 H -3.51704 -0.25086 1.69453  C2 1.141
41 H -2.96286 -0.02656 3.52034  C2 1.135
42 H -2.68491 -2.61163 1.87767  N3 1.028
43 H -0.92371 -3.72689 2.69338  C6 1.141
44 H 0.81329 -3.26265 2.32512  C6 1.159
45 H -1.32375 -4.01464 0.01950  C7 1.155
46 H 0.48569 -3.50309 -0.26425  C7 1.140
47 H 1.22973 -5.83892 -1.13550  C9 1.153
48 H 2.49712 -1.43358 3.23161  O12 0.981
49 H 3.99972 -1.85410 -0.26573  C14 1.150
50 H 3.70175 -2.20156 1.50890  C14 1.157
51 H 3.79947 -0.44675 0.92288  C14 1.140
52 H -3.35919 1.76899 1.00412  C17 1.150
53 H -2.64438 2.51811 -0.49860  C17 1.154
54 H -2.09705 3.06477 1.24716  C17 1.154
55 H 1.03236 1.31543 0.05242  C18 1.153
56 H 0.42320 2.29907 1.47345  C18 1.152
57 H -0.63513 3.11491 -1.43717  C19 1.138
58 H -0.43217 4.08953 0.09939  C19 1.156
59 H 1.55114 4.84178 -1.17458  C20 1.149
60 H 2.11531 3.67457 0.11835  C20 1.151
61 H 2.05305 1.70591 -1.76820  C21 1.139
62 H 1.92428 3.06830 -3.02230  C21 1.154
63 H 4.21462 -1.91635 -3.28164  C26 1.137
64 H -0.54451 -1.00462 -2.49824  C29 1.154
65 H 0.39365 0.39936 -1.79986  C29 1.156
66 H -2.00830 1.83510 -2.45893  C30 1.138
67 H -0.57366 1.51757 -3.55230  C30 1.159
68 H -2.13914 0.80335 -5.04792  C31 1.155
69 H -2.19594 -0.81122 -4.18840  C31 1.137
70 H -3.56423 -1.82627 0.11315  C34 1.140
71 H -4.66822 -0.97419 -1.07245  C34 1.157
72 H -2.05694 -2.53197 -2.11176  C35 1.138
73 H -3.65641 -1.97364 -3.01099  C35 1.141
74 H -3.67885 -3.30416 -1.75312  C35 1.159
75 C -3.08657 4.82290 4.39035  C76 1.516, H78 1.093, H79 1.093, H80 1.094
76 C -4.11781 3.72293 4.22939  C75 1.516, O77 1.420, H81 1.093, H82 1.095
77 O -3.51522 2.56237 3.67625  C76 1.420, H83 0.967
78 H -2.63626 5.07030 3.42521  C75 1.093
79 H -3.53934 5.72509 4.81036  C75 1.093
80 H -2.27452 4.49854 5.04739  C75 1.094
81 H -4.91594 4.04288 3.55520  C76 1.093
82 H -4.56482 3.46188 5.19465  C76 1.095
83 H -2.81575 2.27889 4.28117  O77 0.967
84 C -6.29286 4.97524 0.36240  C85 1.516, H87 1.093, H88 1.093, H89 1.094
85 C -4.90586 5.58561 0.40591  C84 1.516, O86 1.421, H90 1.092, H91 1.095
86 O -3.96852 4.71962 -0.21959  C85 1.421, H92 0.966
87 H -6.30035 4.00479 0.86552  C84 1.093
88 H -7.02304 5.62927 0.84593  C84 1.093
89 H -6.60675 4.80125 -0.67105  C84 1.094
90 H -4.58735 5.73747 1.43963  C85 1.092
91 H -4.88820 6.55326 -0.10674  C85 1.095
92 H -4.25074 4.59632 -1.13560  O86 0.966
93 C -9.72653 -2.78522 3.03903  C94 1.516, H96 1.093, H97 1.093, H98 1.094
94 C -8.31337 -2.84264 3.58606  C93 1.516, O95 1.421, H99 1.092, H100 1.095
95 O -7.54433 -1.76136 3.07713  C94 1.421, H101 0.966
96 H -9.71673 -2.82755 1.94679  C93 1.093
97 H -10.32691 -3.61579 3.41898  C93 1.093
98 H -10.21131 -1.84477 3.31756  C93 1.094
99 H -7.82568 -3.77294 3.28766  C94 1.092
100 H -8.31530 -2.78895 4.67967  C94 1.095
101 H -7.97577 -0.94171 3.35224  O95 0.966
102 C 7.76003 -3.46005 -4.35770  C103 1.515, H105 1.093, H106 1.093, H107 1.094
103 C 9.16738 -3.55627 -3.80545  C102 1.515, O104 1.424, H108 1.092, H109 1.095
104 O 9.97696 -2.51501 -4.34115  C103 1.424, H110 0.967
105 H 7.76969 -3.53062 -5.44877  C102 1.093
106 H 7.12844 -4.25746 -3.95828  C102 1.093
107 H 7.31078 -2.49531 -4.10444  C102 1.094
108 H 9.62129 -4.51130 -4.07815  C103 1.092
109 H 9.16500 -3.47409 -2.71399  C103 1.095
110 H 9.57268 -1.67368 -4.08832  O104 0.967
111 C 11.80476 -0.29270 -0.95624  C112 1.516, H114 1.093, H115 1.093, H116 1.094
112 C 11.39246 0.72550 -2.00101  C111 1.516, O113 1.423, H117 1.092, H118 1.095
113 O 11.61246 0.20644 -3.30705  C112 1.423, H119 0.968
114 H 12.85987 -0.55462 -1.07148  C111 1.093
115 H 11.64587 0.09632 0.05248  C111 1.093
116 H 11.23213 -1.21772 -1.07053  C111 1.094
117 H 11.98131 1.63935 -1.89740  C112 1.092
118 H 10.33360 0.98350 -1.89853  C112 1.095
119 H 11.08109 -0.59755 -3.39470  O113 0.968

These are the Löwdin partial charges, in e, on atoms 1 to 99:
1 C -0.112
2 C -0.309
3 N -0.256
4 P 0.429
5 Cl 0.357
6 C -0.237
7 C -0.183
8 O -0.138
9 C -0.267
10 O 0.016
11 B -0.627
12 O -0.076
13 O -0.069
14 C -0.096
15 O -0.336
16 C -0.328
17 C -0.033
18 C -0.117
19 C -0.188
20 C -0.245
21 C -0.463
22 S 0.887
23 C -0.503
24 N -0.014
25 N -0.044
26 C -0.080
27 O -0.089
28 C -0.359
29 C -0.060
30 C -0.237
31 C -0.515
32 Cl 0.479
33 O -0.170
34 C -0.227
35 C -0.097
36 O -0.222
37 H 0.058
38 H 0.073
39 H 0.057
40 H 0.085
41 H 0.081
42 H 0.070
43 H 0.096
44 H 0.090
45 H 0.125
46 H 0.115
47 H 0.152
48 H 0.086
49 H 0.083
50 H 0.103
51 H 0.101
52 H 0.083
53 H 0.072
54 H 0.089
55 H 0.106
56 H 0.146
57 H 0.093
58 H 0.114
59 H 0.108
60 H 0.112
61 H 0.058
62 H 0.089
63 H 0.144
64 H 0.119
65 H 0.096
66 H 0.077
67 H 0.109
68 H 0.071
69 H 0.070
70 H 0.096
71 H 0.127
72 H 0.066
73 H 0.040
74 H 0.086
75 C -0.095
76 C -0.321
77 O -0.087
78 H 0.070
79 H 0.069
80 H 0.075
81 H 0.100
82 H 0.106
83 H 0.092
84 C -0.093
85 C -0.318
86 O -0.092
87 H 0.077
88 H 0.071
89 H 0.072
90 H 0.102
91 H 0.105
92 H 0.087
93 C -0.102
94 C -0.319
95 O -0.107
96 H 0.075
97 H 0.069
98 H 0.069
99 H 0.115